# 1
13
Properties=species:S:1:pos:R:3:nbo_charge:R:1 method="wB97M-V/def2-TZVPD" de_lowest_kj_mol=362.7 largest_force_ev_per_a=5.3 lumo_ev=0.718 charge=0 gap_ev=9.9
C -2.14003 0.48081 0.35296 0.668
C -0.53455 0.64391 -1.33242 -0.428
C 0.77805 -0.35570 0.80604 -0.778
N -1.77469 0.35910 -0.78228 -0.524
N -2.49455 0.45752 1.50793 -0.722
O 2.00780 1.22351 -0.74581 -0.979
S 0.71817 1.31419 -0.11978 1.243
H -0.72880 1.29258 -2.16159 0.223
H -0.07537 -0.31063 -1.83678 0.221
H 1.66599 -0.89875 0.58129 0.244
H 0.81777 -0.08797 1.80592 0.215
H -0.13505 -0.85721 0.71627 0.216
H -2.91802 1.01137 2.11192 0.400



# 2
13
Properties=species:S:1:pos:R:3:nbo_charge:R:1 method="wB97M-V/def2-TZVPD" de_lowest_kj_mol=395.6 largest_force_ev_per_a=6.8 lumo_ev=0.323 charge=0 smiles="CN/N=C/C(=O)S" gap_ev=9.5
C 1.04663 -2.21750 1.56521 -0.521
N 0.59273 -2.33999 0.14588 -0.332
N 0.01835 -1.42899 -0.43309 -0.069
C 0.14760 -0.28222 -0.00759 -0.225
C -0.47232 0.78679 -0.58953 0.369
O -1.10769 0.78763 -1.63474 -0.557
S -0.19324 2.34188 0.20376 -0.077
H 1.76424 -1.39757 1.88813 0.223
H 1.80606 -3.08058 1.60698 0.233
H 0.13590 -2.08559 2.34160 0.223
H 0.31360 -3.32126 -0.09662 0.381
H 0.59528 -0.15019 0.88631 0.167
H -1.27073 2.92455 -0.60676 0.185



# 3
13
Properties=species:S:1:pos:R:3:nbo_charge:R:1 method="wB97M-V/def2-TZVPD" de_lowest_kj_mol=94.5 largest_force_ev_per_a=3.0 lumo_ev=0.521 charge=0 smiles="CC(N)=O.N=C=S" gap_ev=9.7
C -0.68136 0.88683 1.66113 -0.708
C -0.55834 -0.27844 0.66083 0.718
N 0.07858 -1.43040 1.10663 -0.833
O -1.09168 -0.24672 -0.41035 -0.633
H -1.40731 0.48402 2.30418 0.241
H 0.23940 1.04245 2.27376 0.224
H -1.04779 1.77969 1.27052 0.237
H 0.07132 -2.11555 0.31372 0.399
H 1.01179 -1.22488 1.43602 0.390
N 0.03364 0.53791 -2.76128 -0.660
C 1.18752 0.30460 -2.89103 0.226
S 2.65560 -0.19084 -3.10341 -0.053
H -0.49138 0.45135 -1.86074 0.451



# 4
14
Properties=species:S:1:pos:R:3:nbo_charge:R:1 method="wB97M-V/def2-TZVPD" de_lowest_kj_mol=614.4 largest_force_ev_per_a=5.7 lumo_ev=-0.133 charge=0 gap_ev=8.1
C 0.42918 -1.59766 -0.06039 -0.226
C -0.54923 -0.45777 -0.29945 -0.231
C -2.37962 1.52254 0.21531 -0.676
N 0.94687 -0.31366 -0.28320 -0.243
N 2.04056 0.48917 -0.29813 -0.508
O 4.43537 -0.49403 0.38136 -0.908
S -1.53646 0.06516 1.06322 0.207
S 3.66860 0.63637 -0.19182 1.250
H 0.49209 -1.98372 1.07066 0.205
H 0.69205 -2.39985 -0.86040 0.215
H -1.04744 -0.42097 -1.34869 0.230
H -3.13625 1.14805 -0.33821 0.211
H -1.42722 1.82535 -0.24661 0.237
H -2.62849 1.98102 1.19634 0.235



# 5
13
Properties=species:S:1:pos:R:3:nbo_charge:R:1 method="wB97M-V/def2-TZVPD" de_lowest_kj_mol=149.9 largest_force_ev_per_a=0.7 lumo_ev=0.395 charge=0 gap_ev=9.5
C -1.75624 -0.37048 -1.87921 0.256
C -1.09603 -0.47040 1.40395 0.335
C -2.52135 -0.75777 -0.70968 -0.331
N -1.14418 -0.06387 -2.79116 -0.258
N -1.74907 -0.59902 0.45296 -0.531
P 3.36649 0.60670 0.16959 0.017
P 1.61806 1.51663 1.05922 0.017
H -3.42052 -0.13346 -0.63991 0.265
H -2.81291 -1.81300 -0.80221 0.265
H 3.29610 -0.62947 0.80483 -0.010
H 4.24652 1.10247 1.13060 -0.016
H 1.18362 0.43726 1.81487 0.011
H 0.78951 1.17442 -0.01385 -0.021



# 6
12
Properties=species:S:1:pos:R:3:nbo_charge:R:1 method="wB97M-V/def2-TZVPD" de_lowest_kj_mol=480.1 largest_force_ev_per_a=6.4 lumo_ev=0.993 charge=0 gap_ev=8.3
C -1.51037 0.24023 -0.07334 -0.271
C -0.48305 1.05456 -0.16539 -0.023
C -1.12983 -1.22550 0.10427 -0.553
N 1.06958 0.11100 0.38574 -0.432
N 2.06798 0.81077 -0.14820 -0.669
S 0.68452 -1.51353 -0.03684 0.353
H -2.52400 0.39881 -0.07254 0.225
H -0.19228 2.11518 -0.16269 0.220
H -1.48542 -1.57192 1.04289 0.214
H -1.71352 -1.97656 -0.44689 0.234
H 2.50979 0.22372 -0.84621 0.337
H 2.70660 1.33325 0.41920 0.366



# 7
12
Properties=species:S:1:pos:R:3:nbo_charge:R:1 method="wB97M-V/def2-TZVPD" de_lowest_kj_mol=212.0 largest_force_ev_per_a=3.9 lumo_ev=0.836 charge=0 smiles="NN1CCC1=S" gap_ev=9.3
N 0.16494 -1.17894 1.53079 -0.652
N -0.01894 -0.33308 0.45993 -0.241
C -1.00532 0.56572 0.04352 -0.195
C -0.08459 0.90931 -1.16738 -0.456
C 0.84831 -0.17269 -0.55740 0.098
S 2.37722 -0.56754 -0.89156 -0.142
H -0.20135 -2.10595 1.42999 0.363
H 1.17099 -1.23517 1.73152 0.383
H -1.11301 1.36884 0.74350 0.194
H -2.07747 0.14768 -0.11915 0.189
H -0.42875 0.71390 -2.14717 0.229
H 0.36795 1.88792 -1.05657 0.229



# 8
12
Properties=species:S:1:pos:R:3:nbo_charge:R:1 method="wB97M-V/def2-TZVPD" de_lowest_kj_mol=376.9 largest_force_ev_per_a=7.3 lumo_ev="0.797 / 0.797" charge=0 gap_ev="8.0 / 8.0"
C 0.98780 -0.60916 -0.39838 -0.261
C -0.36818 -1.09729 0.19314 -0.559
C -1.35313 1.44565 -0.04523 -0.233
N -0.02400 1.57072 0.00703 -0.253
N 1.13199 0.81512 -0.16053 -0.398
S -1.89786 -0.21201 -0.13348 0.246
H 1.78659 -1.15905 0.06977 0.205
H 1.14090 -1.04238 -1.38298 0.190
H -0.49980 -2.06976 -0.14344 0.226
H -0.39679 -1.07452 1.31662 0.219
H -2.09170 2.03189 0.26153 0.213
H 0.15911 2.49915 0.41680 0.402



# 9
12
Properties=species:S:1:pos:R:3:nbo_charge:R:1 method="wB97M-V/def2-TZVPD" de_lowest_kj_mol=364.2 largest_force_ev_per_a=6.5 lumo_ev=0.737 charge=0 gap_ev=9.1
C 0.94271 -1.08313 0.37826 0.087
C 1.15871 0.07968 -0.40532 -0.652
C -1.34853 -0.68759 -0.02751 -0.420
N -0.23023 -1.58822 0.53105 -0.376
N -0.83977 1.96673 0.22054 -1.153
S -0.57859 0.80132 -0.83276 0.989
H 1.83552 -1.51771 0.72665 0.192
H 1.62745 0.87366 0.34584 0.254
H 1.88654 0.00423 -1.16070 0.241
H -1.90236 -1.29654 -0.60693 0.212
H -1.95260 -0.46493 1.01541 0.262
H -0.59885 2.91250 -0.18452 0.364



Record order is preserved below.
Total energy: -700.75106 -700.73852 -700.85322 -1098.83989 -910.02186 -625.43911 -625.54122 -625.47841 -625.48325 hartree